The following is a DFT calculation (ωB97M-V/def2-TZVPD) of C17H21NO3S in the gas phase.

```
43
Properties=species:S:1:pos:R:3:mulliken_charge:R:1
C 3.887 -1.965 1.832 -1.292
C 2.985 -0.834 2.312 -0.160
C 1.651 -1.332 2.867 -0.659
H 1.200 -0.538 3.467 0.341
H 1.837 -2.182 3.527 0.436
C 0.654 -1.764 1.778 -2.091
C 0.069 -0.581 1.072 -0.038
C 0.559 -0.108 -0.120 1.168
C 0.052 1.072 -0.721 0.522
C 0.592 1.638 -1.886 -0.795
C 0.037 2.774 -2.412 -0.865
C -1.065 3.371 -1.806 -0.708
C -1.622 2.859 -0.647 0.601
C -1.055 1.688 -0.069 -0.130
N -1.562 1.175 1.066 -0.531
C -1.041 0.121 1.624 1.226
C -1.726 -0.355 2.868 -1.515
H -1.032 -0.438 3.701 0.332
H -2.172 -1.334 2.695 0.328
H -2.514 0.347 3.125 0.355
O -2.675 3.562 -0.170 -0.520
C -3.385 3.147 0.975 -0.741
H -4.187 3.876 1.089 0.297
H -2.749 3.150 1.862 0.276
H -3.804 2.147 0.845 0.293
H -1.507 4.260 -2.226 0.452
H 0.453 3.217 -3.305 0.394
H 1.462 1.189 -2.341 0.552
S 1.826 -1.021 -1.004 -0.063
C 0.752 -1.717 -2.322 -0.508
C -0.201 -2.643 -1.630 0.493
O -1.236 -2.311 -1.114 -0.539
O 0.258 -3.899 -1.593 -0.480
H -0.347 -4.470 -1.093 0.364
H 0.229 -0.901 -2.816 0.420
H 1.413 -2.254 -2.998 0.463
H -0.147 -2.345 2.236 0.525
H 1.172 -2.403 1.062 0.378
H 3.504 -0.280 3.098 0.388
H 2.803 -0.142 1.487 0.030
H 4.085 -2.664 2.642 0.392
H 3.431 -2.506 1.008 0.261
H 4.835 -1.565 1.483 0.350
```

Calculated values
Total charge: 0
Molecular weight, u: 319.43
SMILES: CCCCc1c(C)nc2c(OC)cccc2c1SCC(=O)O
Relative energy (zero: lowest compared OMol25 entry of this formula, charge and spin), kcal per mole: 0.00
Gap between HOMO and LUMO, eV: 8.126